# C36H64INNbO14

A molecular structure, C36H64INNbO14 in a non-equilibrium geometry (ωB97M-V with the def2-TZVPD basis set, the Open Molecules 2025 dataset).

```
117
Properties=species:S:1:pos:R:3
N 3.8346 -3.2271 8.2998
C 2.7470 -4.0670 7.7493
C 1.3980 -3.7128 8.3756
C 0.4851 -2.7690 7.5674
C 0.3439 -3.0645 6.0608
C 0.6705 -1.8309 5.1729
Nb 2.7673 -1.5498 4.3749
C 2.2983 -1.5920 2.1642
C 3.2223 -2.4849 1.2903
C 2.7753 -3.9530 1.2648
I 4.2783 -5.3639 1.9147
H 4.6072 -3.2831 7.6420
H 3.5241 -2.2619 8.2161
H 2.7281 -3.9928 6.6593
H 2.9860 -5.1070 7.9910
H 0.8663 -4.6263 8.6527
H 1.6285 -3.2130 9.3236
H 0.8074 -1.7387 7.7316
H -0.5107 -2.8454 8.0160
H 0.9366 -3.9329 5.7777
H -0.7017 -3.3332 5.8651
H 0.0123 -1.8374 4.2957
H 0.4409 -0.9178 5.7346
H 3.1431 -3.3642 4.5045
H 4.5581 -1.3710 3.9276
H 2.6328 0.2967 4.3665
H 3.4427 -1.3306 6.0773
H 2.3885 -0.5811 1.7626
H 1.2652 -1.9357 2.0582
H 3.2126 -2.1241 0.2554
H 4.2459 -2.4316 1.6558
H 2.5532 -4.2905 0.2575
H 1.9302 -4.1341 1.9224
O -0.3407 0.3307 1.0862
C -0.1961 0.2371 -0.0971
O 0.5691 -0.7281 -0.6719
C 0.6416 -0.5202 -2.0912
C -0.5798 0.3193 -2.4443
C -0.7688 1.1408 -1.1710
H 1.5780 0.0000 -2.3124
H 0.6561 -1.4909 -2.5824
H -0.4481 0.9088 -3.3443
H -1.4417 -0.3322 -2.5965
H -0.1854 2.0611 -1.1861
H -1.8037 1.3735 -0.9559
O -0.6991 -0.1945 -5.4904
C -0.0109 0.1508 -6.4093
O -0.3820 1.1664 -7.2299
C 0.5506 1.2912 -8.3165
C 1.8348 0.6396 -7.8217
C 1.2975 -0.4421 -6.8853
H 0.1340 0.7719 -9.1830
H 0.6604 2.3462 -8.5570
H 2.4547 0.2602 -8.6313
H 2.4239 1.3624 -7.2549
H 1.0626 -1.3686 -7.4062
H 1.9605 -0.6589 -6.0532
O 1.0372 -3.4364 -6.9519
C -0.1283 -3.6869 -7.0798
O -0.7005 -3.9068 -8.2874
C -2.1313 -4.0247 -8.1326
C -2.3482 -4.4270 -6.6801
C -1.1753 -3.7407 -5.9914
H -2.5744 -3.0528 -8.3631
H -2.4983 -4.7567 -8.8480
H -3.3175 -4.1281 -6.2896
H -2.2626 -5.5102 -6.5828
H -1.4101 -2.7141 -5.7006
H -0.7954 -4.2753 -5.1256
O -2.1717 3.8524 -1.0611
C -2.3831 3.9610 0.1157
O -3.0489 3.0072 0.8008
C -3.2337 3.4098 2.1703
C -2.1569 4.4563 2.4260
C -2.0071 5.0923 1.0439
H -4.2408 3.8226 2.2685
H -3.1450 2.5295 2.8014
H -2.4248 5.1574 3.2136
H -1.2266 3.9631 2.7100
H -2.7065 5.9064 0.8819
H -0.9949 5.4327 0.8412
O -4.3053 -3.6227 -4.0024
C -4.9958 -2.6988 -4.3125
O -5.6446 -2.6448 -5.5056
C -6.3028 -1.3749 -5.6551
C -6.4850 -0.8470 -4.2367
C -5.2644 -1.4300 -3.5288
H -5.6630 -0.7261 -6.2573
H -7.2402 -1.5348 -6.1827
H -6.5519 0.2378 -4.1933
H -7.3964 -1.2606 -3.8026
H -4.3876 -0.7858 -3.6170
H -5.4337 -1.6626 -2.4816
O 7.6582 2.1279 5.7199
C 7.4804 0.9892 6.0482
O 6.9499 0.6581 7.2469
C 6.9561 -0.7718 7.4201
C 7.0315 -1.3477 6.0123
C 7.8216 -0.2708 5.2764
H 7.8298 -1.0308 8.0258
H 6.0546 -1.0595 7.9562
H 7.4855 -2.3372 5.9799
H 6.0323 -1.4253 5.5879
H 8.9011 -0.4237 5.3506
H 7.5390 -0.1654 4.2323
O -4.2876 8.2885 1.3798
C -4.1773 8.3945 0.1942
O -3.4600 7.5155 -0.5455
C -3.4114 7.9318 -1.9207
C -4.6183 8.8464 -2.0988
C -4.7478 9.4706 -0.7104
H -2.4662 8.4524 -2.0867
H -3.4411 7.0442 -2.5471
H -4.4898 9.5659 -2.9047
H -5.5041 8.2483 -2.3166
H -4.1347 10.3665 -0.5998
H -5.7713 9.6981 -0.4264
```

The value obtained for the lowest unoccupied orbital energy is 1.53 eV. The largest force on an atom is 3.1 eV/A. The value obtained for the HOMO energy is -4.6 eV. The total charge is -1. The calculation puts the gap between HOMO and LUMO at 0.2239 Ha.